# 1
Molecular formula: C14H10O5
Method: DFT, wB97M-V/def2-TZVPD

Results
Molecular weight: 258.23 g mol⁻¹
Charge: 0
2S+1: 1
Energy above the lowest of the compared OMol25 structures with the same formula, charge and spin: 3.278 eV
LUMO: 0.32 eV
DFT total energy: -915.3264 hartree

```
29
Properties=species:S:1:pos:R:3:forces:R:3
O -0.2245 2.5834 -0.7778 1.477 1.613 -0.254
O 1.3259 2.6381 2.4448 0.946 -1.130 3.935
O 1.2356 4.4931 -0.3793 -0.517 -1.447 0.287
O -2.2660 -0.3958 -0.6576 0.702 0.589 0.001
O -0.9031 -0.3848 1.4443 -0.527 1.327 -1.822
C -1.6895 0.7767 -1.0037 1.912 1.702 -0.278
C 0.7408 3.2460 0.0001 0.500 -0.544 4.092
C -0.7232 1.4162 -0.2815 -0.870 -2.147 1.039
C 0.9693 2.6544 1.2140 -1.451 1.875 -6.146
C -0.3111 0.8539 1.0845 0.392 -0.199 2.057
C 0.5210 1.5157 1.9797 -1.586 -0.101 -4.149
C 0.5893 -4.5322 -1.1662 -2.958 2.196 0.206
C 1.2402 -3.5152 -0.4317 -5.377 -0.254 -1.301
C -0.8558 -4.3881 -1.4645 4.062 -0.433 2.378
C 0.5051 -2.3890 0.0821 0.722 -0.350 0.219
C -1.4704 -3.3670 -0.8100 -3.605 1.072 -0.673
C -0.8719 -2.3237 -0.0328 0.881 -0.660 -1.909
C 1.8775 5.2450 0.6877 3.971 -2.063 -3.156
C -1.6570 -1.1038 0.4141 -0.655 -1.014 1.286
H -1.9492 1.2373 -1.9818 -0.216 -0.746 0.851
H 0.9910 -5.4388 -1.5362 1.138 -0.469 -0.143
H 2.2143 -3.6377 -0.3185 4.302 -0.074 0.849
H -1.3509 -5.2473 -1.8833 -0.366 0.292 -0.453
H 1.0074 -1.5582 0.6216 -0.133 -0.861 -0.442
H -2.6003 -3.3651 -1.0504 1.642 0.510 0.898
H 2.5174 4.7262 1.4455 0.035 -0.514 -1.370
H 2.4587 6.0308 0.1700 -0.198 -0.629 0.287
H 1.2583 5.6706 1.2966 -4.581 2.682 3.066
H -2.5787 -1.4407 0.8904 0.358 -0.222 0.645
```
Forces are in eV/Å.

***

# 2
Molecular formula: C3H4NP
Method: DFT, wB97M-V/def2-TZVPD

Results
Molecular weight: 85.05 g mol⁻¹
Charge: 0
2S+1: 1
Energy above the lowest of the compared OMol25 structures with the same formula, charge and spin: 1.485 eV
LUMO: -0.52 eV
DFT total energy: -512.7214 hartree

```
9
Properties=species:S:1:pos:R:3:forces:R:3
C -1.2559 -1.3629 -2.2447 4.044 2.739 3.672
C 0.0040 -0.5588 -1.1959 -2.460 -1.896 -3.187
C -0.4475 -0.2683 0.1716 -0.289 0.006 0.359
N -2.0434 -1.8971 -2.8681 -1.075 -0.710 -0.894
P 1.3672 -0.3223 -2.1132 -0.304 -0.276 -0.270
H 0.4175 -0.0919 0.8133 -0.032 0.010 -0.066
H -1.0729 0.6288 0.1808 -0.014 -0.067 0.004
H -1.0382 -1.0888 0.5820 0.068 0.032 -0.008
H 2.1452 0.2538 -1.0928 0.061 0.162 0.389
```
Forces are in eV/Å.

***

# 3
Molecular formula: C5H15N4O
Method: DFT, wB97M-V/def2-TZVPD

Results
Molecular weight: 147.20 g mol⁻¹
Charge: +1
2S+1: 1
Energy above the lowest of the compared OMol25 structures with the same formula, charge and spin: 0.740 eV
LUMO: -2.64 eV
DFT total energy: -493.5790 hartree

```
25
Properties=species:S:1:pos:R:3:forces:R:3
C 2.3701 -0.7110 1.2171 -3.333 0.310 -0.148
C 1.7505 0.5577 1.9299 0.963 -0.324 -0.023
C 1.7845 -0.6642 -0.1724 2.813 1.244 -1.107
O 0.8974 -1.2979 -0.7210 -0.345 -0.638 1.028
N 2.4514 0.3001 -0.9222 -1.497 -1.209 0.207
H 3.4293 -0.7302 1.1646 0.866 0.052 0.148
H 1.9562 -1.5436 1.7768 0.435 -0.444 -0.292
H 2.5548 1.2816 2.0430 -0.074 0.059 0.609
H 2.0898 0.3095 -1.8610 0.590 0.469 -0.256
H 3.3261 0.7219 -0.6644 -0.084 -0.010 -0.074
H 1.3936 0.1322 2.8698 -0.076 0.974 0.128
H 0.9786 1.1366 1.3904 0.092 -0.841 0.073
C -2.5558 -0.3521 0.9555 0.058 -1.395 1.025
C -1.7720 0.1178 -1.2738 3.010 -0.342 -0.157
N -1.8006 -0.6995 -0.2364 -0.148 0.217 0.285
N -2.2946 1.3535 -1.2441 -0.399 -0.786 -0.609
N -0.9156 -0.2243 -2.2751 -2.322 0.421 0.793
H -1.0445 -1.3867 -0.1879 -0.249 0.213 0.050
H -2.6717 1.6481 -2.1306 -0.093 0.787 0.340
H -2.4966 1.7862 -0.3578 -0.506 0.037 -0.296
H -0.3995 -1.0806 -2.1146 0.257 0.259 -0.695
H -0.8282 0.4084 -3.0484 0.388 -0.270 -0.192
H -1.9612 0.2679 1.6687 -0.836 0.480 -0.883
H -2.6738 -1.2581 1.5894 -0.147 0.261 -0.777
H -3.5678 -0.0732 0.6044 0.636 0.477 0.822
```
Forces are in eV/Å.

***

# 4
Molecular formula: C5H9N3
Method: DFT, wB97M-V/def2-TZVPD

Results
Molecular weight: 111.15 g mol⁻¹
Charge: 0
2S+1: 1
Energy above the lowest of the compared OMol25 structures with the same formula, charge and spin: 2.517 eV
LUMO: 0.91 eV
DFT total energy: -360.1048 hartree

```
17
Properties=species:S:1:pos:R:3:forces:R:3
C 1.3543 -1.0226 0.0228 0.195 0.220 0.151
C 1.3699 0.2968 0.8148 0.423 -0.113 0.282
C -0.0190 1.8496 -0.2943 0.384 -0.179 -0.046
C -1.3341 1.2200 -0.0333 0.125 -0.237 -0.162
C -1.7058 -0.0152 -0.4037 0.043 -0.008 -0.211
H 1.7677 -0.8486 -0.9721 -0.074 -0.097 0.013
H 2.0081 -1.7362 0.5398 -0.167 0.047 -0.097
H 0.6285 0.2092 1.6196 -0.088 0.083 -0.015
H 2.3542 0.4154 1.3087 -0.410 -0.068 -0.328
H -0.0632 2.7755 -0.8809 -0.179 -0.108 0.158
H -2.1383 1.8701 0.2897 0.069 0.097 0.015
H -2.7729 -0.2605 -0.3835 0.251 0.061 0.076
H -1.4319 -1.7548 -1.3876 0.294 0.364 0.173
H -0.3653 -1.7839 0.8232 0.242 0.062 -0.216
N 1.1616 1.4656 -0.0115 -0.518 0.122 -0.005
N -0.8733 -1.0215 -0.9521 -0.497 0.033 -0.082
N 0.0595 -1.6589 -0.0999 -0.093 -0.281 0.294
```
Forces are in eV/Å.

***

# 5
Molecular formula: CH4N2O2S
Method: DFT, wB97M-V/def2-TZVPD

Results
Molecular weight: 108.12 g mol⁻¹
Charge: 0
2S+1: 1
Energy above the lowest of the compared OMol25 structures with the same formula, charge and spin: 3.146 eV
LUMO (spin up / spin down): -0.93 / -0.93 eV
DFT total energy: -698.5597 hartree

```
10
Properties=species:S:1:pos:R:3:forces:R:3
C -0.2828 -0.1431 0.7007 -0.353 2.997 2.141
N 0.0537 0.2184 -0.5003 -2.117 2.268 -0.052
N 0.3014 -0.6056 -1.4278 0.120 -0.588 -1.688
O 4.1363 0.3749 0.8829 0.229 -0.115 0.680
O 2.6279 0.3250 -1.0004 0.740 -0.260 0.699
S 2.9907 -0.2287 0.2816 0.056 0.656 -1.310
H -0.1548 -1.1034 1.0002 0.263 -2.879 0.246
H -0.6242 0.5289 1.5244 0.503 -0.051 -1.464
H -0.0731 1.2612 -0.7293 0.454 -1.766 0.511
H 0.5124 -0.0662 -2.2694 0.107 -0.261 0.236
```
Forces are in eV/Å.

***

# 6
Molecular formula: C15H30AsF6N3O8PZr
Method: DFT, wB97M-V/def2-TZVPD

Results
Molecular weight: 691.53 g mol⁻¹
Charge: +2
⟨S²⟩: 0.76
2S+1: 2
Energy above the lowest of the compared OMol25 structures with the same formula, charge and spin: 0.927 eV
LUMO (spin up / spin down): -5.73 / -9.10 eV
DFT total energy: -4578.9043 hartree

```
65
Properties=species:S:1:pos:R:3:forces:R:3
Zr 0.1767 0.7597 -0.2407 0.285 0.516 0.028
O 1.9148 2.4298 0.6862 0.019 -0.193 -0.005
C 3.3113 2.4343 0.4025 0.002 -0.016 -0.069
C 4.1167 1.2282 0.9359 -0.013 0.114 0.058
N 3.9904 -0.0418 0.2429 0.023 -0.024 -0.052
C 3.4717 -1.1992 0.9337 -0.081 -0.041 0.013
C 1.9371 -1.0730 0.7396 0.020 -0.160 -0.111
O 1.3419 -1.7392 -0.0937 -0.011 0.013 0.066
O 1.4203 -0.0725 1.3434 -0.322 0.170 -0.076
C 4.1805 -0.1459 -1.1704 0.059 0.030 -0.026
C 2.7955 -0.0135 -1.9305 0.021 -0.194 0.087
O 2.6453 -0.5588 -2.9796 0.040 0.080 -0.012
O 1.9640 0.7333 -1.2692 -0.273 -0.031 0.171
H 1.7744 2.6836 1.6068 -0.026 0.064 -0.012
H 3.4117 2.5336 -0.6739 0.012 0.019 0.013
H 3.7609 3.3141 0.8645 -0.007 0.001 0.000
H 5.1714 1.5180 0.8449 0.002 -0.020 0.003
H 3.8959 1.0640 1.9884 0.015 -0.031 -0.007
H 3.8344 -2.1118 0.4687 0.007 0.007 -0.007
H 3.7226 -1.1536 1.9914 0.004 0.015 -0.002
H 4.8269 0.6549 -1.5305 -0.007 0.025 0.017
H 4.6097 -1.1137 -1.4220 -0.040 0.008 -0.026
C -4.4557 -1.7821 3.0521 0.056 0.037 0.029
C -3.4902 -0.8514 3.7429 -0.095 -0.026 0.046
O -2.2974 -0.6033 2.9188 0.013 -0.026 -0.042
P -2.3649 0.4294 1.7194 0.390 0.006 0.199
O -1.5089 -0.4611 0.5383 0.205 -0.196 -0.141
C -1.9595 -1.8122 0.1915 -0.218 -0.181 -0.212
C -3.2105 -1.7630 -0.6555 0.064 0.084 0.033
O -0.8917 1.2133 1.8894 -0.167 -0.103 -0.275
C -0.7654 2.2585 2.8938 0.010 0.158 0.120
C 0.2038 1.8150 3.9655 -0.055 -0.015 -0.054
H -5.2930 -1.9875 3.7188 -0.008 0.003 -0.005
H -3.9841 -2.7329 2.8048 0.011 0.001 -0.008
H -4.8580 -1.3240 2.1467 -0.021 -0.034 -0.007
H -3.0936 -1.2795 4.6588 0.005 0.018 0.003
H -3.9579 0.1055 3.9774 0.025 0.009 0.000
H -2.1068 -2.3470 1.1279 0.022 0.038 0.019
H -1.1221 -2.2628 -0.3332 0.023 0.014 0.064
H -4.0450 -1.3144 -0.1155 -0.005 0.002 -0.018
H -3.5054 -2.7757 -0.9314 0.015 -0.022 0.017
H -3.0389 -1.1838 -1.5624 -0.033 -0.003 -0.006
H -1.7541 2.4615 3.3123 -0.011 -0.023 -0.024
H -0.4486 3.1642 2.3775 -0.024 -0.030 0.010
H -0.1633 0.9219 4.4689 0.025 -0.008 0.006
H 0.3258 2.6061 4.7048 -0.009 0.016 -0.010
H 1.1797 1.5786 3.5373 0.011 -0.014 0.025
F -0.5124 2.8938 0.0890 0.012 0.078 -0.310
As -1.3528 3.2338 -1.5413 0.130 -0.239 0.112
F 0.1180 2.3361 -2.0656 -0.218 -0.074 0.152
F -0.5343 4.6942 -1.6711 0.017 0.012 -0.017
F -2.0266 3.1756 -3.0746 0.013 0.011 -0.016
F -2.6833 3.8526 -0.7204 -0.023 0.003 0.042
F -1.9071 1.5477 -1.1627 0.115 0.136 0.061
C 0.4219 -1.5910 -5.1558 0.031 0.031 -0.099
N -0.2059 -2.0176 -3.8942 -0.012 0.074 -0.049
C -0.9005 -3.3087 -3.8513 -0.083 -0.089 -0.007
C -0.2808 -1.1955 -2.9090 0.137 0.037 0.029
N -0.3417 -0.4486 -2.0214 -0.100 -0.062 0.217
H -0.3462 -1.4185 -5.9089 -0.007 -0.011 0.014
H 1.0972 -2.3753 -5.4910 -0.001 -0.015 0.029
H 0.9916 -0.6826 -4.9864 -0.008 -0.003 0.012
H -1.7547 -3.2963 -4.5277 0.010 0.018 -0.001
H -1.2425 -3.5121 -2.8394 0.008 0.020 0.001
H -0.2085 -4.0914 -4.1557 0.022 0.019 0.006
```
Forces are in eV/Å.